Entry from the OMol25 dataset: an isolated ion of composition C4H9N2 and charge +1 in a non-equilibrium geometry (ωB97M-V/def2-TZVPD).

Calculated values
Relative energy (zero: lowest compared OMol25 entry of this formula, charge and spin): 31.90 kcal/mol
DFT total energy: -267.04845 Eh
Gap between HOMO and LUMO: 11.66 eV

```
! wB97M-V def2-TZVPD RIJCOSX def2/J DEFGRID3
* xyz 1 1
N 2.0095 0.8857 -0.0520
C 1.0657 -0.0323 0.0073
N 1.1767 -1.3699 0.0362
C -0.3785 0.5352 -0.1926
C -1.7329 -0.0476 -0.7065
C -1.5509 0.2356 0.7024
H 1.7457 1.8775 0.1477
H 3.0083 0.6956 -0.0623
H 0.3599 -1.9557 -0.1191
H 1.9952 -1.9883 0.2360
H -0.3276 1.5723 -0.4224
H -1.7391 -1.1292 -0.9314
H -2.3597 0.5460 -1.2805
H -2.0031 0.9115 1.3557
H -1.2695 -0.7366 1.2814
*
```

Entry from the OMol25 dataset: C26H52N7PSSiV as an isolated structure in a non-equilibrium geometry (ωB97M-V/def2-TZVPD).

Calculated values
⟨S²⟩: 2.0214
Relative energy (zero: lowest compared OMol25 entry of this formula, charge and spin): 14.72 kcal/mol
DFT total energy: -3378.22348 Eh
Gap between HOMO and LUMO (alpha / beta): 7.48 / 8.27 eV

```
! wB97M-V def2-TZVPD RIJCOSX def2/J DEFGRID3
* xyz 1 3
V -0.0957 1.8742 0.4760
N -1.2497 2.4566 2.3245
C -1.5489 3.7872 2.8950
C -2.0621 4.7610 1.8473
C -0.9533 5.3143 0.9682
N -0.3383 4.2544 0.1377
H -2.1041 1.9074 2.2551
H -0.6745 1.9228 2.9717
H -0.6202 4.1726 3.3211
H -2.2632 3.6978 3.7158
H -2.5587 5.5913 2.3510
H -2.8198 4.2732 1.2241
H -0.1775 5.7586 1.5940
H -1.3489 6.1072 0.3296
H 0.5097 4.6164 -0.2923
H -0.9494 4.0758 -0.6582
C -0.0402 3.7542 -4.8832
Si 1.4536 2.6395 -4.7467
C 2.8690 3.4364 -5.6764
C 1.0842 0.9355 -5.4188
C 2.0428 2.4133 -2.9498
C 3.4036 2.4216 -2.6584
C 3.8869 2.2042 -1.3691
C 2.9754 1.9963 -0.3624
N 1.6617 1.9732 -0.6094
C 1.1942 2.1512 -1.8648
S -0.5442 1.9099 -1.9379
H -0.2124 3.9801 -5.9383
H 0.1156 4.7035 -4.3660
H -0.9403 3.2906 -4.4839
H 2.5619 3.6107 -6.7099
H 3.7648 2.8140 -5.7098
H 3.1403 4.4030 -5.2472
H 0.8299 0.9869 -6.4794
H 0.2412 0.4833 -4.8918
H 1.9464 0.2748 -5.3103
H 4.1147 2.6045 -3.4549
H 4.9463 2.2029 -1.1586
H 3.2796 1.8328 0.6642
N 0.0044 0.3048 1.3000
P -0.4075 -1.2131 1.3373
N -1.0116 -1.8385 -0.0834
C -2.2610 -1.2600 -0.6041
C -2.9120 -2.2205 -1.5893
C -1.9500 -2.5424 -2.7289
C -0.6256 -3.0576 -2.1747
C -0.0451 -2.0785 -1.1638
N -1.6459 -1.5112 2.4000
C -2.6900 -2.5315 2.2756
C -2.6418 -3.5691 3.3924
C -2.6115 -2.9062 4.7651
C -1.4689 -1.8992 4.8396
C -1.5874 -0.8769 3.7156
N 0.9103 -2.1150 1.7432
C 2.2618 -1.5655 1.8404
C 3.1859 -2.1815 0.7914
C 2.9715 -3.7069 0.6839
C 2.1638 -4.2348 1.8656
C 0.7921 -3.5676 1.9315
H -2.0404 -0.3144 -1.1153
H -2.9300 -1.0387 0.2263
H -3.8301 -1.7730 -1.9750
H -3.1901 -3.1410 -1.0667
H -1.7666 -1.6321 -3.3103
H -2.3915 -3.2741 -3.4069
H 0.0955 -3.2128 -2.9797
H -0.7812 -4.0230 -1.6830
H 0.1977 -1.1302 -1.6655
H 0.8722 -2.4736 -0.7329
H -2.5955 -3.0175 1.3082
H -3.6664 -2.0282 2.3038
H -1.7557 -4.1957 3.2675
H -3.5118 -4.2221 3.2995
H -2.5120 -3.6579 5.5490
H -3.5604 -2.3872 4.9402
H -0.5080 -2.4155 4.7496
H -1.4717 -1.3809 5.8008
H -0.7373 -0.1943 3.7342
H -2.5018 -0.2849 3.8689
H 2.6517 -1.7595 2.8442
H 2.1967 -0.4869 1.7214
H 4.2195 -1.9524 1.0601
H 2.9994 -1.7064 -0.1750
H 3.9293 -4.2239 0.6273
H 2.4384 -3.9493 -0.2396
H 2.7092 -4.0611 2.7960
H 2.0219 -5.3131 1.7853
H 0.3147 -3.7939 2.8896
H 0.1522 -3.9784 1.1431
*
```

Entry from the OMol25 dataset: C6H9N as an isolated structure (ωB97M-V/def2-TZVPD).

Calculated values
Relative energy (zero: lowest compared OMol25 entry of this formula, charge and spin): 107.80 kcal/mol
DFT total energy: -288.61025 Eh
Gap between HOMO and LUMO: 8.46 eV

```
! wB97M-V def2-TZVPD RIJCOSX def2/J DEFGRID3
* xyz 0 1
C -2.5508 -0.2683 0.1118
C -1.0435 -0.2474 -0.0511
C -0.3986 1.0731 0.0064
C 0.9202 1.2965 0.2066
C 1.9161 0.3575 0.6584
C 2.5197 -0.5500 -0.1884
N -0.3440 -1.3073 -0.2271
H -2.8072 -0.4205 1.1671
H -3.0119 0.6714 -0.2070
H -2.9928 -1.0868 -0.4656
H -1.0524 1.9379 -0.0824
H 1.2439 2.3389 0.2204
H 2.2195 -0.7275 -1.2260
H 3.1283 0.5299 0.1431
H 3.2540 -1.2476 0.2216
H -0.9511 -2.1297 -0.2346
*
```

Entry from the OMol25 dataset: a 3-piece molecular cluster, C15H46B2N6O6P3S overall in a non-equilibrium geometry (ωB97M-V/def2-TZVPD).

Calculated values
DFT total energy: -2851.19520 Eh
Gap between HOMO and LUMO: 7.07 eV

```
! wB97M-V def2-TZVPD RIJCOSX def2/J DEFGRID3
* xyz -1 1
O 2.8035 1.4269 2.8098
B 1.5323 1.5501 2.2883
O 0.5108 1.7421 3.2000
C 1.3497 1.4526 0.7215
C 0.0190 0.8528 0.2576
O -0.7571 1.6462 -0.5999
B -1.8462 0.6862 -0.8928
O -1.0275 -0.4912 -1.4076
C 0.0057 -0.5509 -0.4908
P 1.4791 -1.1128 -1.4455
S 1.6075 -3.0842 -1.5451
H 3.3641 1.0184 2.1477
H 0.1473 0.8817 3.4337
H 1.4477 2.4732 0.3363
H 2.1909 0.8808 0.3232
H -0.6057 0.7564 1.1534
H -2.7764 1.0845 -1.5698
H -2.3893 0.2310 0.1355
H -0.1031 -1.3211 0.2894
H 1.4135 -0.6183 -2.7542
H 2.6901 -0.6462 -0.9014
O -0.5985 3.9342 -6.5716
P -1.8804 3.1568 -6.5140
N -1.7863 2.2908 -5.0848
C -1.9780 0.8667 -4.9101
C -1.3328 2.9566 -3.8688
N -1.6630 2.1710 -7.9359
C -0.8324 0.9816 -7.8630
C -1.3163 2.9661 -9.1029
N -3.6026 3.0112 -6.6511
C -4.3666 3.9088 -5.7753
C -4.3158 2.7815 -7.9042
H -2.7346 0.4739 -5.5940
H -2.3293 0.6503 -3.8992
H -1.0424 0.3173 -5.0602
H -2.1281 2.9548 -3.1198
H -1.0628 3.9947 -4.0616
H -0.4583 2.4591 -3.4414
H 0.1441 1.1720 -7.3963
H -0.6589 0.5896 -8.8676
H -1.3329 0.1846 -7.3149
H -0.2646 3.2776 -9.0995
H -1.9270 3.8722 -9.1493
H -1.5137 2.3951 -10.0153
H -5.1616 3.3502 -5.2755
H -4.8154 4.7397 -6.3291
H -3.7309 4.3359 -4.9991
H -4.0509 1.8181 -8.3270
H -4.1365 3.5610 -8.6515
H -5.3888 2.7538 -7.6984
O 0.2447 -2.0645 5.0964
P 1.3078 -2.7822 5.8668
N 0.7562 -2.6844 7.4655
C 1.4946 -2.2148 8.6085
C -0.6410 -2.9569 7.7436
N 2.6546 -1.7447 5.5439
C 2.8079 -0.5029 6.2854
C 2.8238 -1.5147 4.1144
N 2.3636 -4.1160 6.1777
C 1.6986 -5.4223 6.2783
C 3.6977 -4.2583 5.5979
H 2.5532 -2.4717 8.5380
H 1.1242 -2.6867 9.5242
H 1.4009 -1.1295 8.7318
H -0.7364 -3.8330 8.3980
H -1.1861 -3.1717 6.8265
H -1.1343 -2.1056 8.2262
H 1.8882 0.0967 6.3096
H 3.5920 0.1031 5.8302
H 3.1329 -0.6931 7.3090
H 2.1055 -0.7907 3.7287
H 2.6942 -2.4454 3.5534
H 3.8335 -1.1518 3.9078
H 2.0711 -5.9614 7.1534
H 1.8656 -6.0379 5.3904
H 0.6204 -5.3079 6.3983
H 4.3524 -3.4638 5.9395
H 3.6922 -4.2711 4.5049
H 4.1314 -5.2001 5.9436
*
```